Entry 1:
A 9-piece molecular cluster, H18O9 overall in a non-equilibrium geometry. Source: OMol25; level of theory: ωB97M-V/def2-TZVPD.

Element x y z (Å)
O (0.500739, -0.239986, 0.555344)
H (0.329663, -1.198684, 0.532954)
H (0.051215, 0.193090, -0.115802)
O (1.286710, -0.292839, 2.885681)
H (1.218411, 0.220591, 2.083016)
H (0.901870, -1.236057, 2.765961)
O (-2.603572, -2.101924, 3.847554)
H (-2.518012, -1.773506, 2.962578)
H (-2.598426, -1.346276, 4.352468)
O (-4.024816, -3.378798, -1.202610)
H (-3.086636, -3.207772, -1.178314)
H (-4.146160, -4.233169, -1.505663)
O (2.851022, -1.967938, -2.118042)
H (3.256019, -1.270186, -2.631522)
H (3.468423, -2.790431, -2.017922)
O (0.419662, -0.194248, -4.843266)
H (0.892243, 0.278659, -5.570310)
H (0.868570, -0.066878, -4.004178)
O (2.281252, 1.625010, -0.237715)
H (2.172585, 2.001113, 0.582569)
H (2.594839, 0.719194, 0.016341)
O (-1.101144, 2.174743, 0.881600)
H (-1.280073, 2.767200, 1.664432)
H (-1.589437, 2.691575, 0.275047)
O (0.044235, 3.801474, 0.757926)
H (-0.318517, 4.254023, -0.067406)
H (0.129335, 4.572020, 1.329280)

Cartesian forces (eV/Å) of the 3 atoms listed first:
O 1.1 -2.2 1.4
H -0.1 0.8 -0.4
H -1.4 1.2 -2.0

Properties
ΔE to the lowest compared entry with this formula, charge and spin, kcal/mol: 132.8
Highest occupied orbital energy, Eh: -0.35085
Kohn-Sham gap, eV: 9.6
SMILES: O.O.O.O.O.O.O.O.O

***

Entry 2:
A 9-piece molecular cluster, H18O9 overall in a non-equilibrium geometry. Source: OMol25; level of theory: ωB97M-V/def2-TZVPD.

Element x y z (Å)
O (-4.286103, 0.314978, 0.617781)
H (-4.985061, -0.128839, 0.137436)
H (-3.562348, 0.368271, -0.006380)
O (-0.808309, 0.392469, 0.032189)
H (-0.024094, 0.489583, -0.508017)
H (-0.566062, 0.771296, 0.877198)
O (2.479804, -1.099519, -0.004659)
H (2.283125, -0.738282, -0.868983)
H (3.030193, -1.862116, -0.182852)
O (1.478031, -0.859240, -2.586021)
H (1.110084, -0.123057, -3.074778)
H (2.314258, -1.038695, -3.015854)
O (-1.283491, -1.420741, 2.355251)
H (-1.105989, -1.234296, 1.433320)
H (-1.500221, -2.352893, 2.374179)
O (1.250026, 2.045374, -1.614239)
H (2.172103, 2.140008, -1.375394)
H (1.187685, 2.430921, -2.488132)
O (-0.191710, 3.006564, 1.359895)
H (0.545059, 3.077255, 0.752931)
H (0.156976, 3.312384, 2.197230)
O (-1.362806, -2.175176, -1.504088)
H (-0.931729, -2.547309, -2.273455)
H (-0.999442, -1.292842, -1.428685)
O (1.396459, -0.157012, 2.972905)
H (0.556632, -0.293223, 2.534320)
H (1.646931, -1.025860, 3.286901)

Cartesian forces (eV/Å) of the 3 atoms listed first:
O 0.2 0.1 0.5
H -0.5 -0.3 -0.2
H 0.6 0.1 -0.3

Properties
ΔE to the lowest compared entry with this formula, charge and spin, kcal/mol: 26.9
Multiplicity: 2
Highest occupied orbital energy (alpha / beta), Eh: -0.53215 / -0.51140
Charge: +1
Kohn-Sham gap (alpha / beta), eV: 11.6 / 2.9
Expectation value of S²: 0.76

***

Entry 3:
H19O10 as an isolated structure in a non-equilibrium geometry. Source: OMol25; level of theory: ωB97M-V/def2-TZVPD.

Element x y z (Å)
O (-0.289228, -0.380975, -0.137676)
H (0.243992, 0.422525, -0.294486)
O (-2.781018, 0.348395, 0.782634)
H (-3.314218, 0.130305, 1.547074)
H (-2.042328, -0.258935, 0.824104)
O (-1.258318, -1.132835, 1.394764)
H (-0.755678, -1.236025, 2.202814)
H (-0.643988, -0.732535, 0.779464)
O (0.119602, 0.770755, -1.795186)
H (-0.609348, 0.987125, -2.376616)
H (-0.257598, 0.173125, -1.149596)
O (-1.155148, 1.592875, 0.138784)
H (-1.974508, 1.335715, 0.561574)
H (-0.681978, 0.770485, 0.012224)
O (-1.060598, -1.965775, -1.023816)
H (-1.181068, -2.234105, -0.112926)
H (-0.452658, -1.227835, -0.978216)
O (1.768652, 1.963565, 1.034584)
H (2.016862, 1.083695, 0.750964)
H (1.167602, 1.819495, 1.765484)
O (1.347682, -0.227575, 1.112984)
H (0.608102, -0.298725, 0.509494)
H (2.044492, -0.737445, 0.699804)
O (1.060752, -1.604215, -1.247456)
H (0.553222, -1.179335, -0.555996)
H (1.971152, -1.517245, -0.964896)
O (2.131522, 1.123285, -1.432376)
H (2.184992, 1.422995, -0.524896)
H (1.239062, 0.789215, -1.522606)

Cartesian forces (eV/Å) of the 3 atoms listed first:
O 0.5 5.1 -2.0
H 2.6 1.2 1.2
O -6.2 0.3 0.0

Properties
ΔE to the lowest compared entry with this formula, charge and spin, kcal/mol: 483.3
Highest occupied orbital energy, Eh: -0.21169
Charge: -1
Kohn-Sham gap, eV: 8.9

***

Entry 4:
A 9-piece molecular cluster, H19O9 overall in a non-equilibrium geometry. Source: OMol25; level of theory: ωB97M-V/def2-TZVPD.

Element x y z (Å)
O (3.376295, -0.435845, -0.626794)
H (-1.705626, -2.717391, -0.535672)
H (-0.999303, 3.783025, 0.336282)
O (0.641223, -0.225213, -1.382745)
H (2.809995, 3.277568, -0.260280)
O (-2.075517, 0.119935, 1.215935)
H (-2.544579, -1.057712, -1.922496)
H (-2.175249, -0.156534, 0.300058)
O (-2.648651, -0.345308, -1.290527)
H (-2.627250, 0.902110, 1.221947)
H (-3.599280, -0.398467, -1.179627)
O (0.464678, 0.333491, 1.969605)
H (0.742650, 0.054171, 0.998888)
H (0.763154, -0.545752, 2.430032)
O (3.103561, 2.774155, 0.465062)
H (-0.666374, -0.000058, 1.909856)
H (3.481097, 1.956623, 0.236768)
O (0.821099, -2.031875, 2.301185)
H (2.730883, -0.369744, -1.318832)
H (1.537331, -2.166983, 1.669045)
O (-1.061436, -2.672950, -1.373507)
H (-1.390081, -3.351304, -2.029827)
H (0.137901, -2.698873, 2.285527)
O (-1.623761, 4.184595, -0.302080)
H (-2.106727, 3.459551, -0.612738)
H (-0.067123, 0.286967, -1.755019)
H (4.057495, -0.875401, -1.015568)
H (0.623608, -1.082793, -1.734489)

Cartesian forces (eV/Å) of the 3 atoms listed first:
O -2.6 1.7 2.1
H 2.1 -0.2 -3.0
H -0.4 0.6 -0.5

Properties
ΔE to the lowest compared entry with this formula, charge and spin, kcal/mol: 77.2
Highest occupied orbital energy, Eh: -0.50204
Charge: +1
Kohn-Sham gap, eV: 10.0

***

Copy entry 3 word for word.
H19O10 as an isolated structure in a non-equilibrium geometry. Source: OMol25; level of theory: ωB97M-V/def2-TZVPD.

Element x y z (Å)
O (-0.289228, -0.380975, -0.137676)
H (0.243992, 0.422525, -0.294486)
O (-2.781018, 0.348395, 0.782634)
H (-3.314218, 0.130305, 1.547074)
H (-2.042328, -0.258935, 0.824104)
O (-1.258318, -1.132835, 1.394764)
H (-0.755678, -1.236025, 2.202814)
H (-0.643988, -0.732535, 0.779464)
O (0.119602, 0.770755, -1.795186)
H (-0.609348, 0.987125, -2.376616)
H (-0.257598, 0.173125, -1.149596)
O (-1.155148, 1.592875, 0.138784)
H (-1.974508, 1.335715, 0.561574)
H (-0.681978, 0.770485, 0.012224)
O (-1.060598, -1.965775, -1.023816)
H (-1.181068, -2.234105, -0.112926)
H (-0.452658, -1.227835, -0.978216)
O (1.768652, 1.963565, 1.034584)
H (2.016862, 1.083695, 0.750964)
H (1.167602, 1.819495, 1.765484)
O (1.347682, -0.227575, 1.112984)
H (0.608102, -0.298725, 0.509494)
H (2.044492, -0.737445, 0.699804)
O (1.060752, -1.604215, -1.247456)
H (0.553222, -1.179335, -0.555996)
H (1.971152, -1.517245, -0.964896)
O (2.131522, 1.123285, -1.432376)
H (2.184992, 1.422995, -0.524896)
H (1.239062, 0.789215, -1.522606)

Cartesian forces (eV/Å) of the 3 atoms listed first:
O 0.5 5.1 -2.0
H 2.6 1.2 1.2
O -6.2 0.3 0.0

Properties
ΔE to the lowest compared entry with this formula, charge and spin, kcal/mol: 483.3
Highest occupied orbital energy, Eh: -0.21169
Charge: -1
Kohn-Sham gap, eV: 8.9

***

Q: What is the ΔE to the lowest compared entry with this formula, charge and spin in the second record?
A: 26.9 kcal/mol

***

Q: What is the ΔE to the lowest compared entry with this formula, charge and spin in the third record?
A: 483.3 kcal/mol

***

Q: Among the records above, which one has the lowest ΔE to the lowest compared entry with this formula, charge and spin?
A: number 2